This record from the Open Molecules 2025 dataset describes a 11-piece molecular cluster, C3H27NO12 overall in a non-equilibrium geometry. The level of theory is the ωB97M-V functional and the def2-TZVPD basis.

Output
spin multiplicity	2
expectation value of S²	0.7568
ΔE to the lowest compared entry with this formula, charge and spin	0.00	kcal per mole
HOMO level (spin up / spin down)	-13.67 / -13.66	eV
total charge	+1
frontier orbital gap (spin up / spin down)	8.829 / 4.400	eV
M	269.24	g mol⁻¹
LUMO (spin up / spin down)	-4.8362 / -9.2635	eV

Last column: Löwdin charge in e.
Cartesian coordinates (Å):
O (-0.646, 2.215, -2.996)  0.273
C (-0.648, 1.476, -2.068)  -0.130
C (-1.423, 0.141, -2.030)  -0.213
C (-2.327, 0.326, -0.785)  -0.213
O (-2.796, -0.878, -0.325)  -0.008
N (-0.367, -0.870, -1.855)  0.186
H (-0.085, 1.701, -1.150)  0.181
H (-1.920, 0.008, -3.008)  0.182
H (-1.782, 0.736, 0.167)  0.150
H (-3.163, 1.008, -1.169)  0.183
H (-3.461, -1.244, -0.939)  0.146
H (-0.580, -1.627, -2.481)  0.133
H (-0.307, -1.202, -0.889)  0.091
H (-1.744, 3.611, 1.164)  0.040
H (-2.366, 2.289, 1.314)  -0.021
O (-2.546, 3.144, 0.919)  -0.043
H (1.549, -1.154, 1.666)  0.050
H (1.000, -0.254, 0.749)  0.050
O (0.854, -1.176, 0.990)  -0.069
H (-3.425, -0.218, 1.757)  0.029
H (-2.836, 0.449, 2.956)  -0.007
O (-3.578, 0.566, 2.342)  -0.071
H (3.794, 0.137, -1.065)  0.022
H (3.835, 1.514, -1.677)  0.019
O (4.151, 1.042, -0.913)  -0.071
H (4.183, 0.283, 1.107)  0.071
H (3.896, -1.107, 0.596)  0.057
O (3.486, -0.388, 1.087)  -0.073
H (1.353, 0.054, -2.826)  0.011
H (2.512, 0.345, -3.716)  0.077
O (2.315, 0.223, -2.781)  -0.041
H (-0.423, 0.487, 3.247)  0.041
H (-0.894, -0.909, 2.946)  0.035
O (-1.204, -0.092, 3.352)  -0.041
H (2.065, -2.151, 0.071)  -0.009
H (2.255, -1.798, -1.501)  0.007
O (2.393, -2.449, -0.795)  -0.062
H (-1.452, -2.818, 1.532)  0.026
H (-0.564, -3.526, 0.433)  0.013
O (-1.412, -3.524, 0.866)  -0.040
H (2.084, 1.780, 3.418)  0.056
H (2.510, 0.383, 2.787)  0.028
O (1.789, 1.024, 2.914)  -0.047


This record from the Open Molecules 2025 dataset describes a 12-piece molecular cluster, C3H27NO13 overall in a non-equilibrium geometry. The level of theory is the ωB97M-V functional and the def2-TZVPD basis.

Output
SMILES	O=CCNC=O.O.O.O.O.O.O.O.O.O.O.O
ΔE to the lowest compared entry with this formula, charge and spin	8.91	kcal per mole
HOMO level	-9.58	eV
frontier orbital gap	9.696	eV
M	285.24	g mol⁻¹
LUMO	0.1200	eV

Last column: Löwdin charge in e.
Cartesian coordinates (Å):
C (1.729, -0.449, -0.283)  -0.271
N (0.461, -0.645, 0.146)  0.083
C (-0.282, 0.352, 0.918)  -0.109
C (-1.125, 1.242, -0.023)  -0.217
O (-2.298, 1.378, 0.227)  0.027
O (2.291, 0.635, -0.162)  -0.026
H (2.220, -1.283, -0.768)  0.132
H (-0.011, -1.517, 0.056)  0.075
H (0.368, 1.014, 1.514)  0.092
H (-0.949, -0.188, 1.695)  0.145
H (-0.632, 1.734, -0.872)  0.114
H (-3.126, -0.187, 0.781)  0.018
H (-3.099, -1.169, -0.441)  0.079
O (-3.270, -1.116, 0.555)  -0.069
H (-0.068, -2.819, -2.044)  0.074
H (-1.299, -2.032, -1.707)  -0.072
O (-0.878, -2.771, -1.448)  -0.046
H (0.933, 3.225, 1.076)  -0.009
H (1.526, 2.118, 0.197)  0.006
O (1.031, 2.971, 0.166)  -0.087
H (1.055, 1.367, -2.827)  0.029
H (0.304, 1.062, -4.151)  0.105
O (0.419, 0.706, -3.244)  -0.084
H (-1.180, -3.148, 0.183)  0.077
H (-2.187, -2.330, 1.127)  0.014
O (-1.353, -2.859, 1.182)  -0.140
H (1.735, 2.906, -1.596)  -0.004
H (2.621, 1.737, -1.653)  0.030
O (2.153, 2.355, -2.205)  -0.001
H (0.816, 2.112, 3.210)  0.024
H (0.163, 3.586, 3.318)  0.059
O (0.769, 3.032, 2.815)  -0.077
H (-2.477, 0.050, -2.609)  0.110
H (-0.994, 0.060, -2.430)  -0.043
O (-1.751, -0.302, -2.055)  -0.032
H (0.564, -0.298, 3.456)  0.003
H (0.124, 0.426, 4.710)  0.033
O (0.534, 0.571, 3.894)  -0.038
H (2.026, -1.996, -3.225)  0.020
H (0.952, -0.902, -3.106)  0.020
O (1.183, -1.842, -2.911)  -0.040
H (0.654, -2.687, 3.453)  0.084
H (-0.151, -2.185, 2.214)  -0.022
O (0.501, -1.916, 2.869)  -0.067


This record from the Open Molecules 2025 dataset describes C3H27O11Pb as an isolated structure in a non-equilibrium geometry. The level of theory is the ωB97M-V functional and the def2-TZVPD basis.

Output
HOMO level	-13.54	eV
total charge	+1
frontier orbital gap	9.344	eV
M	446.44	g mol⁻¹
LUMO	-4.1911	eV

Last column: Löwdin charge in e.
Cartesian coordinates (Å):
Pb (2.203, 1.502, -0.811)  1.634
C (-1.004, 1.943, 0.546)  -0.025
C (-0.460, 0.539, 0.363)  -0.541
C (-1.330, -0.700, 0.409)  -0.024
O (0.291, 0.469, -0.828)  -0.504
H (-0.220, 2.670, 0.284)  0.041
H (-1.371, 2.033, 1.588)  0.115
H (-1.797, 2.203, -0.116)  0.082
H (0.371, 0.494, 1.065)  0.081
H (-2.278, -0.399, 0.901)  0.104
H (-0.910, -1.333, 1.115)  0.021
H (-1.599, -1.025, -0.634)  0.107
O (3.046, -0.268, 0.680)  -0.091
H (2.688, -1.109, 0.611)  -0.010
H (3.283, -0.203, 1.597)  0.087
O (-1.173, -3.929, 1.529)  -0.052
H (-1.934, -4.524, 1.712)  0.080
H (-1.093, -3.835, 0.571)  0.023
O (2.063, 2.570, 1.384)  -0.124
H (1.715, 2.147, 2.159)  0.082
H (1.537, 3.341, 1.264)  0.005
O (-1.496, 0.749, -2.900)  -0.045
H (-1.105, 0.741, -2.024)  -0.007
H (-1.975, -0.057, -3.172)  0.087
O (1.102, 5.173, 0.170)  0.007
H (0.305, 5.300, -0.264)  0.021
H (1.539, 4.704, -0.542)  0.031
O (-4.004, -2.098, -0.343)  -0.048
H (-3.525, -2.483, -1.069)  0.023
H (-3.423, -1.689, 0.321)  -0.001
O (0.870, 1.844, -3.140)  -0.139
H (1.249, 1.917, -4.000)  0.053
H (0.048, 1.410, -3.362)  0.000
O (1.051, -1.755, -1.944)  -0.037
H (0.763, -1.001, -1.434)  -0.059
H (0.561, -2.484, -1.594)  0.012
O (1.477, -2.778, 0.927)  -0.017
H (2.133, -3.039, 0.296)  0.065
H (0.654, -2.893, 0.457)  0.013
O (0.817, -1.350, 3.074)  -0.044
H (-0.151, -1.389, 2.987)  0.044
H (1.080, -1.409, 2.166)  -0.052


This record from the Open Molecules 2025 dataset describes C3H28NO11 as an isolated structure in a non-equilibrium geometry. The level of theory is the ωB97M-V functional and the def2-TZVPD basis.

Output
ΔE to the lowest compared entry with this formula, charge and spin	16.96	kcal per mole
HOMO level	-5.77	eV
total charge	-1
frontier orbital gap	8.726	eV
M	254.25	g mol⁻¹
LUMO	2.9591	eV

Last column: Löwdin charge in e.
Cartesian coordinates (Å):
C (0.170, 0.800, 0.647)  -0.263
C (0.662, -0.032, 1.904)  -0.147
C (-0.405, -0.666, 2.733)  -0.229
O (-1.077, -1.683, 1.918)  -0.133
N (0.132, 0.043, -0.573)  0.038
H (0.927, 1.580, 0.636)  0.044
H (-0.781, 1.281, 0.899)  0.090
H (1.370, -0.735, 1.476)  0.103
H (1.061, 0.760, 2.559)  0.112
H (-1.165, -0.084, 3.258)  0.109
H (-0.057, -1.387, 3.486)  0.113
H (-0.659, -0.560, -0.752)  0.016
H (0.955, -0.541, -0.671)  0.030
H (-1.724, -1.637, -2.470)  -0.003
H (-1.677, -0.285, -3.049)  0.026
O (-1.255, -1.141, -3.173)  -0.091
H (-2.795, -1.011, 0.106)  0.009
H (-2.895, -0.182, 1.750)  -0.002
O (-3.351, -0.201, 0.906)  -0.210
H (3.138, 0.154, -1.109)  -0.005
H (2.889, 1.151, -0.002)  0.007
O (3.443, 0.374, -0.203)  -0.089
H (2.285, 3.422, 1.599)  0.052
H (1.427, 3.396, 0.326)  0.001
O (2.262, 3.027, 0.717)  -0.094
H (-0.173, -3.171, -1.307)  0.047
H (-0.640, -2.531, 0.048)  0.012
O (-0.004, -3.170, -0.364)  -0.071
H (2.154, -1.004, -2.499)  0.030
H (1.231, 0.164, -2.464)  0.026
O (2.175, -0.040, -2.598)  -0.086
H (-2.890, 1.030, 0.497)  -0.016
H (-2.603, 1.988, -0.952)  -0.012
O (-2.737, 1.999, -0.007)  -0.198
H (-0.592, 3.151, -0.102)  0.026
H (0.064, 3.719, -1.348)  0.069
O (-0.035, 3.889, -0.404)  -0.044
H (-2.460, -2.550, -0.504)  0.056
H (-1.362, -1.336, 1.047)  0.009
O (-2.159, -1.641, -0.668)  -0.261
H (2.943, -1.608, -0.122)  0.018
H (1.697, -2.560, -0.390)  0.006
O (2.512, -2.174, -0.781)  -0.096


This record from the Open Molecules 2025 dataset describes C3H2AuFO2 as an isolated structure in a non-equilibrium geometry. The level of theory is the ωB97M-V functional and the def2-TZVPD basis.

Output
spin multiplicity	4
expectation value of S²	3.7838
ΔE to the lowest compared entry with this formula, charge and spin	84.90	kcal per mole
HOMO level (spin up / spin down)	-13.92 / -16.57	eV
total charge	+1
frontier orbital gap (spin up / spin down)	6.421 / 6.755	eV
M	286.01	g mol⁻¹
LUMO (spin up / spin down)	-7.5031 / -9.8119	eV

Last column: Löwdin charge in e.
Cartesian coordinates (Å):
F (0.871, -0.328, 2.143)  -0.071
O (-0.226, 0.877, -1.061)  -0.246
O (1.847, 1.120, 0.673)  0.263
C (-0.454, -0.441, -0.850)  -0.159
C (-0.012, -0.659, 0.493)  0.096
C (0.819, 0.506, 0.785)  -0.209
H (-0.037, -1.128, -1.604)  0.179
H (-0.763, -1.138, 1.123)  0.169
Au (-2.045, 1.191, -1.703)  0.979


This record from the Open Molecules 2025 dataset describes C3H2AuLiO3 as an isolated structure in a non-equilibrium geometry. The level of theory is the ωB97M-V functional and the def2-TZVPD basis.

Output
spin multiplicity	3
expectation value of S²	2.0246
HOMO level (spin up / spin down)	-18.57 / -19.55	eV
total charge	+2
frontier orbital gap (spin up / spin down)	8.149 / 5.667	eV
M	289.95	g mol⁻¹
LUMO (spin up / spin down)	-10.4253 / -13.8797	eV

Last column: Löwdin charge in e.
Cartesian coordinates (Å):
O (-0.425, -1.759, -0.678)  -0.025
O (0.333, 0.653, 0.957)  0.017
C (1.279, 1.122, 0.143)  -0.531
C (-0.903, 0.104, 0.554)  0.048
O (1.269, 0.869, -1.061)  0.048
C (-1.277, -0.816, -0.370)  -0.144
Au (2.579, 1.965, 1.132)  1.361
H (-2.363, -1.004, -0.445)  0.177
H (-1.335, -0.310, 1.550)  0.222
Li (0.841, -0.824, -1.784)  0.827


This record from the Open Molecules 2025 dataset describes C3H2AuO2 as an isolated structure in a non-equilibrium geometry. The level of theory is the ωB97M-V functional and the def2-TZVPD basis.

Output
spin multiplicity	3
expectation value of S²	2.0047
ΔE to the lowest compared entry with this formula, charge and spin	9.42	kcal per mole
HOMO level (spin up / spin down)	-24.49 / -27.47	eV
total charge	+3
frontier orbital gap (spin up / spin down)	6.525 / 5.969	eV
M	267.01	g mol⁻¹
LUMO (spin up / spin down)	-17.9622 / -21.5008	eV

Last column: Löwdin charge in e.
Cartesian coordinates (Å):
O (0.254, -0.873, 1.518)  0.178
C (-0.267, -1.612, 0.297)  0.219
C (0.943, -1.247, 0.213)  0.206
H (-1.249, -2.000, 0.061)  0.180
H (1.940, -1.042, -0.152)  0.178
C (-0.327, 1.672, 0.581)  0.382
O (-0.509, 2.209, -0.421)  -0.051
Au (-0.785, 2.894, -2.097)  1.709


This record from the Open Molecules 2025 dataset describes C3H2AuO3 as an isolated structure in a non-equilibrium geometry. The level of theory is the ωB97M-V functional and the def2-TZVPD basis.

Output
spin multiplicity	4
expectation value of S²	3.7663
ΔE to the lowest compared entry with this formula, charge and spin	21.58	kcal per mole
HOMO level (spin up / spin down)	-19.47 / -22.50	eV
total charge	+2
frontier orbital gap (spin up / spin down)	7.865 / 7.710	eV
M	283.01	g mol⁻¹
LUMO (spin up / spin down)	-11.6068 / -14.7866	eV

Last column: Löwdin charge in e.
Cartesian coordinates (Å):
H (-0.088, -1.124, 1.496)  0.229
O (1.679, -0.863, 0.352)  -0.050
C (0.345, -1.080, 0.437)  -0.125
C (-0.421, 0.195, 0.049)  -0.288
C (-1.808, 0.154, -0.126)  0.129
O (0.222, 1.237, -0.313)  -0.076
O (-2.952, 0.235, -0.049)  0.426
Au (1.983, 0.729, -0.316)  1.552
H (-0.023, -1.933, -0.166)  0.202


This record from the Open Molecules 2025 dataset describes C3H2BiFLiO2 as an isolated structure in a non-equilibrium geometry. The level of theory is the ωB97M-V functional and the def2-TZVPD basis.

Output
HOMO level (spin up / spin down)	-24.00 / -24.00	eV
total charge	+3
frontier orbital gap (spin up / spin down)	6.015 / 6.016	eV
M	304.97	g mol⁻¹
LUMO (spin up / spin down)	-17.9822 / -17.9820	eV

Last column: Löwdin charge in e.
Cartesian coordinates (Å):
O (-0.112, 0.008, 1.619)  -0.316
C (-0.381, 0.602, 0.498)  -0.539
O (-0.242, 1.818, 0.387)  0.169
Li (-0.218, 1.932, 2.440)  0.896
Bi (-0.679, -1.904, 1.882)  2.475
C (0.651, -0.205, -1.636)  0.303
C (-0.245, -0.381, -0.672)  -0.164
H (0.912, -1.014, -2.317)  0.150
H (0.817, 0.814, -1.984)  0.156
F (-0.503, -1.671, -0.217)  -0.131